Entry 1:
ORCA calculation (wB97M-V/def2-TZVPD) on a cluster of 3 separate species, C20H39BFINO8P in total.

Positions of all 72 atoms, in Å:
C  -5.832  0.152  -1.138
C  -4.804  -0.801  -1.755
O  -3.608  -0.792  -0.987
C  -3.077  -2.058  -0.675
C  -1.564  -1.978  -0.459
C  -1.104  -0.673  0.181
C  -1.409  -0.634  1.688
C  -0.181  -1.000  2.525
P  -0.685  -1.052  4.273
C  0.545  -1.262  5.602
B  1.899  -0.456  5.362
O  2.570  -0.532  4.162
O  2.390  0.350  6.372
C  -1.105  -2.993  4.122
C  -2.173  -3.340  5.069
O  -3.327  -3.142  4.871
I  -1.560  -4.112  6.997
C  -0.503  0.884  4.457
O  0.023  1.653  3.710
N  -1.118  1.411  5.732
C  -2.279  2.134  5.496
O  -2.442  3.300  5.578
F  -3.270  1.309  5.133
H  -6.309  0.747  -1.911
H  -5.310  0.816  -0.456
H  -6.582  -0.403  -0.582
H  -5.218  -1.807  -1.802
H  -4.556  -0.463  -2.762
H  -3.272  -2.777  -1.474
H  -3.547  -2.467  0.228
H  -1.017  -2.160  -1.375
H  -1.303  -2.788  0.230
H  -1.558  0.185  -0.302
H  -0.024  -0.608  0.052
H  -2.220  -1.333  1.908
H  -1.771  0.353  1.977
H  0.137  -1.997  2.224
H  0.645  -0.323  2.341
H  -2.021  -0.880  4.701
H  0.090  -0.937  6.535
H  0.809  -2.311  5.730
H  3.235  -1.228  4.151
H  2.512  -0.165  7.178
H  -1.522  -3.218  3.141
H  -0.226  -3.617  4.259
H  -0.460  2.097  6.097
C  2.639  -0.436  -3.830
C  1.469  -0.102  -4.750
C  0.372  -1.002  -4.200
O  0.628  -1.136  -2.800
C  1.931  -0.625  -2.497
H  3.399  0.343  -3.796
H  3.112  -1.370  -4.144
H  1.195  0.947  -4.628
H  1.673  -0.284  -5.804
H  0.404  -1.997  -4.660
H  -0.629  -0.590  -4.340
H  1.818  0.329  -1.971
H  2.442  -1.327  -1.837
C  5.038  3.662  -5.200
C  3.878  4.015  -6.128
C  2.770  3.124  -5.583
O  3.016  2.982  -4.183
C  4.321  3.474  -3.869
H  5.814  4.425  -5.155
H  5.500  2.724  -5.516
H  3.610  5.067  -6.011
H  4.086  3.832  -7.181
H  2.799  2.131  -6.045
H  1.774  3.545  -5.730
H  4.219  4.424  -3.335
H  4.821  2.761  -3.211

For the LUMO energy, the calculation gives -0.00270 hartree. As for the total charge: 0. Its SMILES is CCOCCCCC[PH](CB(O)O)(CC(=O)I)C(=O)NC(=O)F.C1CCOC1.C1CCOC1. The value obtained for the electronic energy is -2205.90613 a.u. For the HOMO-LUMO gap, the calculation gives 8.71 eV.

Entry 2:
ORCA calculation (wB97M-V/def2-TZVPD) on the ion C20H39ClIN2O2S with charge +1 at a distorted geometry.

Positions of all 66 atoms, in Å:
C  3.540  0.394  -3.070
C  3.691  0.638  -1.580
C  2.877  -0.391  -0.584
C  4.134  -1.338  -0.060
Cl  5.800  -0.779  -0.767
C  4.007  -2.919  -0.489
C  4.409  -3.254  -2.042
O  1.864  -1.260  -1.276
C  0.513  -0.590  -1.305
I  -0.959  -2.197  -1.330
C  0.608  0.616  -0.210
C  0.640  1.928  -1.248
N  1.292  3.172  -0.730
C  -0.518  1.068  0.833
C  -2.018  0.478  0.784
C  -2.908  0.786  -0.554
C  -4.179  1.838  -0.276
C  -5.411  1.586  -1.368
C  -6.179  0.147  -1.175
C  -6.465  -0.283  0.382
C  -6.861  -1.906  0.478
N  1.932  0.213  0.485
S  1.452  -1.332  1.244
C  2.588  1.095  1.487
C  2.475  0.726  3.072
C  3.689  -0.281  3.633
O  3.440  -0.475  5.101
H  2.987  1.271  -3.657
H  3.870  -0.589  -3.612
H  4.309  1.576  -1.250
H  4.312  -1.275  1.112
H  2.950  -3.356  -0.177
H  4.793  -3.511  0.187
H  3.844  -2.628  -2.852
H  4.086  -4.387  -2.240
H  5.583  -3.249  -2.148
H  0.477  -0.313  -2.471
H  1.210  1.688  -2.265
H  -0.460  2.238  -1.579
H  2.252  3.201  -1.171
H  0.751  4.052  -0.977
H  -0.148  0.943  1.963
H  -0.655  2.253  0.736
H  -1.994  -0.674  1.099
H  -2.619  0.996  1.679
H  -3.443  -0.244  -0.836
H  -2.306  1.098  -1.506
H  -4.552  1.793  0.846
H  -3.823  2.962  -0.441
H  -4.872  1.593  -2.432
H  -6.179  2.468  -1.350
H  -5.438  -0.681  -1.612
H  -7.156  0.067  -1.827
H  -5.562  -0.143  1.113
H  -7.413  0.298  0.750
H  -7.227  -2.333  -0.558
H  -5.872  -2.471  0.817
H  -7.665  -2.061  1.325
H  0.495  -1.116  2.243
H  2.299  2.250  1.436
H  3.758  1.094  1.236
H  2.724  1.743  3.655
H  1.414  0.435  3.466
H  4.740  0.183  3.416
H  3.600  -1.374  3.172
H  3.480  -1.481  5.275

For the LUMO energy, the calculation gives -0.14054 hartree. As for the total charge: +1. Its SMILES is C=C[C@]1([C@H](Cl)CC)O[C@@H](I)[C@@](CN)(CCCCCCCC)[N@+]1(S)CCCO. The value obtained for the electronic energy is -2200.72829 a.u. For the HOMO-LUMO gap, the calculation gives 7.54 eV.

Entry 3:
ORCA calculation (wB97M-V/def2-TZVPD) on a structure of composition C20H39IrN4P.

Positions of all 65 atoms, in Å:
Ir  -0.394  0.164  -0.284
C  1.567  0.481  1.784
C  2.107  1.022  0.470
N  0.991  1.735  -0.247
C  1.352  2.116  -1.658
C  1.279  0.901  -2.563
C  1.925  0.750  -3.768
C  1.721  -0.430  -4.485
C  0.903  -1.443  -3.987
C  0.280  -1.243  -2.776
C  -0.646  -2.212  -2.073
N  -0.681  -1.918  -0.599
C  0.534  -2.405  0.135
C  0.491  -1.863  1.552
N  0.326  -0.362  1.577
N  0.466  -0.084  -2.114
H  1.261  1.323  2.407
H  2.316  -0.076  2.346
H  2.473  0.232  -0.186
H  2.938  1.706  0.653
H  0.770  2.581  0.274
H  2.334  2.588  -1.682
H  0.618  2.852  -1.991
H  2.582  1.522  -4.147
H  2.224  -0.569  -5.433
H  0.771  -2.367  -4.534
H  -0.357  -3.249  -2.248
H  -1.662  -2.082  -2.453
H  -1.492  -2.381  -0.201
H  1.416  -2.074  -0.414
H  0.554  -3.497  0.155
H  1.366  -2.153  2.133
H  -0.385  -2.269  2.061
H  -0.284  -0.162  2.366
C  -2.587  2.107  -1.886
C  -3.321  1.697  -0.608
C  -4.321  2.791  -0.196
P  -2.234  1.137  0.770
C  -3.220  -0.074  1.759
C  -3.694  -1.274  0.928
C  -4.498  0.481  2.424
C  -1.617  2.515  1.851
C  -2.439  2.924  3.080
C  -1.301  3.792  1.051
H  -3.314  2.259  -2.684
H  -1.892  1.343  -2.246
H  -2.054  3.049  -1.751
H  -3.893  0.788  -0.826
H  -3.846  3.768  -0.160
H  -4.808  2.603  0.758
H  -5.101  2.840  -0.956
H  -2.523  -0.399  2.544
H  -4.543  -0.994  0.304
H  -4.044  -2.057  1.600
H  -2.950  -1.700  0.263
H  -5.228  0.765  1.668
H  -4.342  1.315  3.094
H  -4.946  -0.327  3.003
H  -0.682  2.085  2.231
H  -3.441  3.253  2.811
H  -1.937  3.770  3.550
H  -2.505  2.134  3.825
H  -2.207  4.374  0.903
H  -0.888  3.641  0.049
H  -0.620  4.421  1.624

For the LUMO energy, the calculation gives -0.39858 hartree. As for the total charge: +3. The value obtained for the electronic energy is -1449.26454 a.u. For the HOMO-LUMO gap, the calculation gives 8.10 eV.

Entry 4:
ORCA calculation (wB97M-V/def2-TZVPD) on an isolated molecule of C20H39NO3.

Positions of all 63 atoms, in Å:
C  -4.102  -4.298  -0.768
C  -3.771  -3.380  0.403
C  -2.270  -3.283  0.677
C  -1.520  -2.539  -0.427
C  -0.082  -2.180  -0.049
C  0.834  -3.397  0.064
C  2.267  -3.039  0.466
C  3.017  -2.259  -0.612
C  4.483  -2.005  -0.252
C  4.703  -0.977  0.866
C  5.024  0.435  0.367
C  3.908  1.127  -0.415
H  3.616  0.514  -1.268
H  4.298  2.069  -0.810
C  2.674  1.432  0.440
C  1.630  2.137  -0.363
C  0.383  1.715  -0.514
C  -0.660  2.416  -1.346
O  -1.246  1.551  -2.280
H  -1.894  0.989  -1.810
H  -0.183  3.205  -1.942
C  -1.745  3.081  -0.447
N  -2.111  2.264  0.696
C  -2.729  1.070  0.635
O  -3.005  0.520  -0.417
C  -3.045  0.475  1.987
H  -2.132  0.355  2.567
H  -3.516  -0.494  1.853
H  -3.720  1.131  2.533
H  -1.820  2.637  1.589
C  -1.289  4.437  0.113
O  -0.362  4.291  1.161
H  0.416  3.827  0.822
H  -0.882  5.054  -0.697
H  -2.143  4.961  0.551
H  -2.628  3.228  -1.082
H  0.055  0.794  -0.053
H  1.959  3.045  -0.857
H  2.978  2.068  1.279
H  2.258  0.510  0.847
H  5.909  0.382  -0.271
H  5.281  1.055  1.231
H  3.832  -0.946  1.520
H  5.547  -1.299  1.480
H  4.925  -2.959  0.048
H  5.016  -1.673  -1.146
H  2.985  -2.838  -1.539
H  2.512  -1.313  -0.798
H  2.813  -3.963  0.673
H  2.239  -2.464  1.395
H  0.429  -4.081  0.813
H  0.850  -3.924  -0.893
H  -0.082  -1.643  0.904
H  0.310  -1.509  -0.816
H  -1.503  -3.143  -1.335
H  -2.062  -1.618  -0.651
H  -1.866  -4.291  0.795
H  -2.119  -2.755  1.623
H  -4.162  -2.382  0.195
H  -4.271  -3.757  1.300
H  -3.696  -3.902  -1.695
H  -3.686  -5.291  -0.604
H  -5.179  -4.392  -0.882

For the LUMO energy, the calculation gives 0.02475 hartree. As for the total charge: 0. Its SMILES is CCCCCCCCCCCCC/C=C/[C@@H](O)[C@H](CO)NC(C)=O. The value obtained for the electronic energy is -1065.95729 a.u. For the relative energy (zero: lowest compared OMol25 entry of this formula, charge and spin), the calculation gives 0.071 eV. For the HOMO-LUMO gap, the calculation gives 10.26 eV.

Entry 5:
ORCA calculation (wB97M-V/def2-TZVPD) on a cluster of 8 separate species, C20H40BN2O30S8 in total at a distorted geometry.

Positions of all 101 atoms, in Å:
C  -0.452  -2.517  -2.423
C  0.647  -2.519  -3.551
O  0.747  -1.313  -4.268
B  1.457  -0.232  -3.513
C  0.452  0.853  -2.762
C  -0.992  0.916  -3.352
S  -2.200  1.405  -1.994
C  -3.605  0.305  -2.242
N  -4.250  -0.499  -1.395
N  -5.205  -1.084  -2.221
C  -5.091  -0.647  -3.448
O  -4.069  0.288  -3.532
H  -1.490  -2.667  -2.808
H  -0.449  -1.601  -1.787
H  -0.233  -3.382  -1.732
H  0.322  -3.306  -4.301
H  1.639  -2.889  -3.160
H  2.129  -0.747  -2.641
H  2.242  0.327  -4.247
H  0.925  1.872  -2.888
H  0.438  0.676  -1.661
H  -1.377  -0.049  -3.753
H  -1.047  1.708  -4.141
H  -5.678  -0.890  -4.354
C  -8.082  -0.144  0.410
C  -6.779  -0.464  1.108
O  -6.693  0.484  2.179
S  -8.176  0.823  2.705
O  -8.443  0.025  3.852
O  -8.344  2.233  2.702
O  -8.993  0.200  1.461
H  -7.977  0.722  -0.248
H  -8.462  -0.988  -0.163
H  -5.920  -0.377  0.445
H  -6.800  -1.466  1.545
C  -3.430  5.133  -6.247
C  -2.997  4.052  -5.277
O  -1.571  4.159  -5.223
S  -1.147  5.700  -5.427
O  -0.927  6.282  -4.151
O  -0.191  5.770  -6.474
O  -2.565  6.239  -5.985
H  -3.279  4.819  -7.283
H  -4.471  5.421  -6.105
H  -3.296  3.057  -5.601
H  -3.388  4.240  -4.274
C  5.287  0.721  -1.182
C  5.423  1.430  0.154
O  4.108  1.422  0.715
S  3.349  0.077  0.236
O  3.464  -0.895  1.276
O  2.109  0.445  -0.333
O  4.364  -0.337  -0.948
H  4.863  1.383  -1.942
H  6.237  0.325  -1.539
H  5.787  2.452  0.049
H  6.084  0.877  0.828
C  1.889  5.668  2.912
C  1.692  4.602  3.975
O  1.328  3.426  3.254
S  2.069  3.436  1.811
O  3.249  2.640  1.896
O  1.090  3.243  0.807
O  2.509  4.996  1.816
H  0.930  6.066  2.570
H  2.517  6.486  3.260
H  0.916  4.868  4.691
H  2.625  4.398  4.508
C  4.321  -0.898  4.285
C  4.754  -1.974  5.258
O  6.185  -1.873  5.301
S  6.611  -0.334  5.087
O  6.847  0.248  6.365
O  7.566  -0.276  4.036
O  5.201  0.209  4.539
H  4.462  -1.215  3.252
H  3.284  -0.602  4.432
H  4.448  -2.968  4.941
H  4.374  -1.780  6.258
C  6.993  -3.189  10.031
C  7.131  -4.259  8.966
O  5.821  -4.818  8.837
S  4.726  -3.668  9.119
O  4.292  -3.148  7.870
O  3.824  -4.139  10.107
O  5.717  -2.590  9.792
H  6.982  -3.625  11.033
H  7.782  -2.441  9.970
H  7.852  -5.028  9.240
H  7.411  -3.825  8.003
C  -5.890  -5.075  -6.679
C  -5.816  -4.748  -5.201
O  -4.929  -3.632  -5.118
S  -5.081  -2.732  -6.445
O  -5.966  -1.652  -6.156
O  -3.797  -2.535  -7.005
O  -5.883  -3.808  -7.342
H  -5.011  -5.636  -7.006
H  -6.790  -5.633  -6.934
H  -5.443  -5.580  -4.608
H  -6.790  -4.435  -4.815

For the LUMO energy, the calculation gives 0.05924 hartree. As for the total charge: -1. The value obtained for the electronic energy is -6362.91659 a.u. For the relative energy (zero: lowest compared OMol25 entry of this formula, charge and spin), the calculation gives 0.000 eV. For the HOMO-LUMO gap, the calculation gives 5.90 eV.

Entry 6:
ORCA calculation (wB97M-V/def2-TZVPD) on a cluster of 5 separate species, C20H40BrFN2O6 in total.

Positions of all 70 atoms, in Å:
C  -0.666  1.756  3.875
C  -1.777  2.573  3.213
C  -1.445  3.102  1.799
Br  -3.046  3.219  0.699
C  -0.394  2.305  1.082
C  0.864  2.833  0.792
C  1.291  4.239  1.126
C  2.582  4.766  0.484
C  2.790  6.206  0.963
C  2.545  4.714  -1.059
N  1.748  2.035  0.198
N  1.581  0.786  -0.202
C  0.419  0.236  0.049
C  0.195  -1.231  -0.400
O  0.576  -1.437  -1.551
O  -0.316  -1.953  0.481
C  -0.577  0.992  0.720
F  -1.710  0.417  1.015
H  -0.604  0.741  3.473
H  -0.877  1.665  4.943
H  0.317  2.228  3.786
H  -2.682  1.967  3.151
H  -2.006  3.438  3.839
H  -1.115  4.134  1.874
H  0.475  4.908  0.825
H  1.350  4.311  2.220
H  3.434  4.186  0.864
H  2.860  6.272  2.051
H  1.984  6.851  0.602
H  3.725  6.595  0.550
H  3.045  5.590  -1.472
H  3.052  3.844  -1.485
H  1.515  4.708  -1.429
H  2.670  2.400  0.000
C  -3.156  -0.708  -1.592
C  -4.238  -0.693  -2.648
O  -4.195  0.488  -3.454
H  -3.259  0.174  -0.956
H  -3.175  -1.580  -0.941
H  -2.167  -0.664  -2.061
H  -5.227  -0.698  -2.191
H  -4.162  -1.579  -3.287
H  -3.334  0.509  -3.882
C  -2.739  -5.530  1.416
C  -3.257  -4.755  0.219
O  -3.093  -3.354  0.372
H  -3.247  -5.208  2.326
H  -2.895  -6.603  1.289
H  -1.669  -5.354  1.548
H  -4.327  -4.921  0.090
H  -2.753  -5.095  -0.693
H  -2.147  -3.170  0.471
C  1.395  -5.277  0.894
C  1.373  -6.434  1.873
O  2.071  -6.137  3.081
H  2.421  -5.002  0.650
H  0.875  -5.533  -0.030
H  0.906  -4.395  1.315
H  1.873  -7.308  1.455
H  0.340  -6.719  2.102
H  1.647  -5.371  3.480
C  2.187  -0.620  -4.273
C  3.244  0.400  -3.909
O  3.415  1.409  -4.907
H  2.429  -1.106  -5.220
H  2.089  -1.373  -3.493
H  1.212  -0.138  -4.380
H  4.221  -0.070  -3.802
H  2.990  0.865  -2.949
H  2.563  1.838  -5.035

For the LUMO energy, the calculation gives -0.05058 hartree. As for the total charge: 0. The value obtained for the electronic energy is -4020.80804 a.u. For the HOMO-LUMO gap, the calculation gives 7.74 eV.